Entry 1:
The following is a DFT calculation (ωB97M-V with the def2-TZVPD basis set) of 2 unconnected molecules or ions with the total composition C8H17N3O in a non-equilibrium geometry.

* charge: 0
* strongest force on any atom: 0.050 hartree/bohr
* HOMO-LUMO gap: 9.5 eV
* LUMO: 0.61 eV
* 2S+1: 1
* calculated total energy: -15086.607 eV
* ΔE to the lowest compared entry with this formula, charge and spin: 2.7026 eV
* SMILES string: CC[C@@H](C)NC.Cc1cnon1

Cartesian coordinates (Å):
O (1.67045, 2.35828, 1.53556)
N (0.84400, -0.71752, -0.05506)
N (0.35317, 2.58534, 1.31100)
N (1.84281, 1.19449, 2.21118)
C (0.27845, -1.92712, -2.06287)
C (-0.26337, -1.07366, -0.94278)
C (-0.09083, 1.11486, -2.18977)
C (1.48043, -1.86308, 0.59937)
C (0.61613, 0.79883, 2.46755)
C (-0.30460, 1.62077, 1.84391)
C (-1.83079, 1.51340, 2.00219)
C (-0.97735, 0.15603, -1.44966)
H (0.75913, -2.68190, 0.81095)
H (-1.02087, -1.67594, -0.38625)
H (-1.82462, -0.16874, -2.07949)
H (2.22227, -2.26734, -0.10977)
H (0.41272, -0.13666, 0.64202)
H (-0.44583, -1.95288, -2.88366)
H (-2.25127, 2.51455, 2.10643)
H (-2.18298, 0.89786, 2.83699)
H (0.35700, -0.12537, 3.01493)
H (-0.63188, 2.03451, -2.43828)
H (0.28030, 0.68395, -3.12706)
H (1.22389, -1.47732, -2.40858)
H (1.97187, -1.55801, 1.52064)
H (0.50445, -2.95187, -1.70805)
H (-1.45320, 0.64272, -0.58328)
H (0.76812, 1.35279, -1.57387)
H (-2.30757, 1.10900, 1.09572)

natural (NBO) atomic charge list, values in e, 2 entries: atom 1 (O): -0.12, atom 2 (N): -0.63

---

Entry 2:
The following is a DFT calculation (ωB97M-V with the def2-TZVPD basis set) of 2 unconnected molecules or ions with the total composition C8H17N3O in a non-equilibrium geometry.

* charge: 0
* strongest force on any atom: 0.023 hartree/bohr
* HOMO-LUMO gap: 9.9 eV
* LUMO: 0.92 eV
* 2S+1: 1
* calculated total energy: -15088.345 eV
* ΔE to the lowest compared entry with this formula, charge and spin: 0.9650 eV
* SMILES string: C[C@H]1[C@H](C)[C@H]1C.N/N=C\C(N)=O

Cartesian coordinates (Å):
O (-0.70423, 2.56660, 1.81804)
N (-1.69770, 0.00159, 1.68424)
N (-2.88046, 0.58579, 1.78889)
N (-2.25407, 4.09846, 2.44638)
C (-1.86660, 2.83719, 2.10029)
C (1.52044, -1.73206, 0.68004)
C (1.63316, -2.59979, -3.12807)
C (1.74671, -1.69215, -1.92558)
C (0.89207, -1.89592, -0.69879)
C (0.68537, -0.67641, -1.55279)
C (-2.98267, 1.82144, 2.08247)
C (1.10146, 0.68816, -1.00693)
H (-1.71611, -0.89161, 1.23414)
H (1.50016, 1.34190, -1.77232)
H (2.49284, -1.23106, 0.64190)
H (0.25860, 1.21020, -0.56613)
H (2.03435, -2.09792, -4.01780)
H (-0.20734, -0.66927, -2.19021)
H (0.15234, -2.68569, -0.75323)
H (2.22628, -3.50377, -2.95450)
H (2.74393, -1.30233, -1.73452)
H (1.88684, 0.61335, -0.26773)
H (-4.00313, 2.17682, 2.21715)
H (-0.87293, 0.59877, 1.60418)
H (1.64710, -2.72382, 1.11449)
H (-3.21042, 4.37180, 2.64043)
H (0.84988, -1.16036, 1.33397)
H (0.59250, -2.90923, -3.30571)
H (-1.56838, 4.85933, 2.48771)

natural (NBO) atomic charge list, values in e, 2 entries: atom 1 (O): -0.64, atom 2 (N): -0.61

---

Entry 3:
The following is a DFT calculation (ωB97M-V with the def2-TZVPD basis set) of 2 unconnected molecules or ions with the total composition C8H17N3O6S in a non-equilibrium geometry.

* charge: 0
* strongest force on any atom: 0.176 hartree/bohr
* HOMO-LUMO gap: 9.6 eV
* LUMO: -0.20 eV
* 2S+1: 1
* calculated total energy: -36153.940 eV
* SMILES string: C[C@@H]1C(=O)N[C@@H](COO)[C@H]1C[SH](=O)=O.NC(N)=O

Cartesian coordinates (Å):
S (0.75828, -0.35560, 0.67236)
O (-3.71065, 3.74945, -0.95199)
O (0.58030, 2.28192, -1.87324)
O (2.65671, -5.60450, 1.84862)
O (1.47337, 2.94685, -2.56345)
O (1.14606, 1.12831, 0.88279)
O (1.69351, -1.09789, -0.35788)
N (3.86769, -4.15588, 3.07785)
N (3.04478, -3.52819, 1.06499)
N (-2.31921, 2.06443, -2.37917)
C (-2.61520, 2.10568, 1.67860)
C (3.15779, -4.50000, 1.98826)
C (-1.05395, -0.65431, 0.28986)
C (-0.02340, 1.19389, -2.66096)
C (-1.51601, 0.77019, -2.13046)
C (-1.91728, 2.05445, 0.16188)
C (-2.77290, 2.77038, -1.08400)
C (-1.79769, 0.55453, -0.53008)
H (-0.15399, 1.56905, -3.78100)
H (-1.80655, 2.47425, 2.47459)
H (-3.58890, 2.78978, 1.68876)
H (1.01043, -1.01297, 1.91832)
H (4.28788, -3.25151, 3.21086)
H (-1.86818, -0.19108, -2.74249)
H (-2.95056, 1.03627, 2.05604)
H (-2.92703, 0.16848, -0.54170)
H (3.45029, -2.61251, 1.16201)
H (2.51814, -3.74589, 0.22920)
H (-1.24928, -1.68705, -0.24318)
H (-1.60538, -0.72460, 1.34654)
H (3.97680, -4.85862, 3.79729)
H (0.62302, 0.19238, -2.66585)
H (-1.88482, 2.72832, -3.07381)
H (2.41115, 2.74044, -2.22202)
H (-0.89522, 2.66154, 0.25246)

natural (NBO) atomic charge list, values in e, 2 entries: atom 1 (S): 1.78, atom 2 (O): -0.58

---

Entry 4:
The following is a DFT calculation (ωB97M-V with the def2-TZVPD basis set) of 3 unconnected molecules or ions with the total composition C8H17N4 in a non-equilibrium geometry.

* charge: +1
* strongest force on any atom: 0.133 hartree/bohr
* HOMO-LUMO gap (spin up / spin down): 6.7 / 6.2 eV
* LUMO (spin up / spin down): -2.47 / -6.73 eV
* 2S+1: 3
* calculated total energy: -14518.870 eV
* ΔE to the lowest compared entry with this formula, charge and spin: 3.3372 eV

Cartesian coordinates (Å):
N (-1.36025, -1.34654, -2.06167)
N (-0.72249, 1.16971, 2.86430)
N (-0.33577, -0.55481, -1.54701)
N (0.08797, 0.83865, 0.28244)
C (3.21056, 2.24775, 0.72895)
C (3.52529, 1.01621, 0.83017)
C (-2.22785, -1.52312, -1.15249)
C (3.83653, -0.19605, 0.90487)
C (0.66007, -0.22982, -2.43476)
C (-3.49952, -2.13860, -1.49954)
C (-1.86807, -0.67633, 0.07554)
C (-0.56926, -0.15029, -0.29813)
H (-0.19316, 1.95662, 3.31760)
H (-3.36688, -3.05467, -2.15311)
H (-1.69927, 1.31197, 3.01675)
H (1.56790, -0.94891, -2.25187)
H (-1.61370, -1.34414, 0.82742)
H (-2.69409, 0.04009, 0.42400)
H (0.95591, 0.85217, -2.24321)
H (4.89785, -0.55167, 1.12045)
H (3.18672, -1.09154, 1.13815)
H (2.89893, 2.77221, 1.65160)
H (1.09516, 1.05410, 0.10523)
H (-4.13284, -2.22206, -0.54877)
H (0.33187, -0.23096, -3.41732)
H (-0.29667, 1.08228, 1.22511)
H (-0.62828, 0.33031, 3.32820)
H (2.98023, 2.90305, -0.09621)
H (-4.02690, -1.31561, -2.13668)

natural (NBO) atomic charge list, values in e, 2 entries: atom 1 (N): -0.21, atom 2 (N): -1.07